The following is a DFT calculation (wB97M-V/def2-TZVPD) of a 2-piece molecular cluster, CH3PS overall.

Geometry as XYZ:
```
6
Properties=species:S:1:pos:R:3:forces:R:3:nbo_charge:R:1
C 0.108578 0.949827 0.306756 -0.1 -1.8 -0.4 -0.656
P 0.447139 -1.806998 0.024114 -0.5 1.2 -0.2 0.435
S -0.770205 -2.547173 -1.248057 0.4 0.5 0.5 -0.335
H -0.949308 0.955340 0.122216 -0.3 0.1 0.0 0.187
H 0.431104 1.185589 1.300790 0.2 0.0 0.3 0.184
H 0.732692 1.263415 -0.505820 0.2 0.1 -0.2 0.185
```
Positions in Å, forces in eV/Å.

E_LUMO (spin up / spin down): -0.0492 / -0.0545 Ha
frontier orbital gap (spin up / spin down): 6.9 / 6.1 eV
2S+1: 1
ΔE to the lowest compared entry with this formula, charge and spin: 44.7 kcal per mole


The following is a DFT calculation (wB97M-V/def2-TZVPD) of a 7-piece molecular cluster, C35H61F10O14PS6 overall.

Geometry as XYZ:
```
127
Properties=species:S:1:pos:R:3:forces:R:3:mulliken_charge:R:1
C 3.730310 0.930729 -0.106096 -1.0 -0.2 0.5 -0.331
C 3.004256 0.494563 1.272487 0.0 0.0 -0.9 -0.304
C 1.453092 0.322445 0.976624 -1.3 -3.6 0.6 0.046
O 0.968858 -0.837438 0.998105 1.6 4.2 -0.4 -0.434
O 0.548465 1.418790 0.717887 1.3 -1.4 1.7 0.090
C 0.164387 1.871194 2.066182 0.5 1.7 1.0 -0.773
C -1.331993 2.415323 2.143306 0.1 -0.2 0.1 -0.215
P -2.631106 1.117682 1.589666 1.1 0.4 -2.0 -0.329
C -4.287290 2.081839 1.724887 -0.7 0.7 0.3 0.262
C -5.357840 1.668856 0.624183 -0.9 0.6 0.3 -1.078
F -3.932304 3.468904 1.436583 -0.4 -1.7 0.4 -0.132
C -2.552203 -0.282816 2.869691 -0.5 1.3 2.5 0.651
F -1.248040 -0.760954 3.137874 -2.5 0.7 -0.8 -0.200
F -3.026203 0.285681 4.125549 0.7 -1.4 -1.5 -0.362
C -3.510542 -1.527750 2.576853 -0.5 -1.1 2.1 0.426
F -4.866528 -1.153736 2.363538 3.1 -0.5 0.1 -0.247
F -3.527580 -2.302214 3.786294 0.1 1.4 -2.5 -0.305
C -3.013059 -2.526885 1.428830 -0.7 -2.1 0.1 0.589
F -1.804860 -3.201983 1.755794 -2.7 2.1 -0.7 -0.113
F -3.997893 -3.567325 1.361697 1.8 2.2 0.2 -0.293
C -2.935567 -1.907426 -0.044885 0.8 -1.0 -2.4 0.401
F -3.017984 -3.014771 -0.943793 0.2 2.4 1.9 -0.301
F -1.683863 -1.333889 -0.271333 -3.3 -0.9 0.5 -0.063
F -4.018132 -1.078450 -0.379450 2.7 -1.7 1.0 -0.175
H 3.048609 0.600364 -0.958464 1.0 0.4 0.9 0.091
H 3.826680 2.060885 -0.173971 0.2 -1.5 0.0 0.290
H 4.705198 0.373545 -0.218008 -1.4 1.1 0.3 -0.042
H 3.253760 1.180669 2.145506 -0.6 -0.6 -1.2 0.356
H 3.405625 -0.540585 1.537389 -0.9 1.4 -0.3 0.254
H 0.848539 2.778202 2.280256 -1.1 -1.3 -0.1 0.273
H 0.432501 1.098127 2.864321 -0.7 0.8 -1.2 0.397
H -1.647419 2.749160 3.186274 0.9 -0.2 -1.2 0.644
H -1.393377 3.303865 1.416987 -0.3 -1.6 1.2 -0.193
H -4.701797 2.102538 2.793801 0.4 -0.1 -1.6 0.388
H -6.291806 2.316627 0.826148 1.4 -0.9 -0.3 0.393
H -5.709841 0.589890 0.677664 0.7 1.3 0.1 0.242
H -5.047345 1.899355 -0.448159 0.1 -0.3 1.6 0.154
O 3.770374 -4.171660 1.194013 0.2 -0.2 0.2 -0.610
S 3.477063 -5.192611 2.173641 0.0 0.0 0.3 1.139
O 4.487685 -5.718724 3.063736 0.1 0.3 -0.3 -0.687
C 2.073982 -4.663530 3.141042 -0.4 0.2 0.2 -0.773
C 0.867282 -5.179283 2.368035 -0.1 0.0 -0.2 -0.193
C 1.231862 -6.598519 1.927174 -0.2 -0.1 0.1 -0.705
C 2.649081 -6.550298 1.351893 -0.3 -0.5 -0.3 -0.696
H 2.083981 -3.579086 3.248625 0.2 -0.1 -0.1 0.339
H 2.146268 -5.139811 4.121243 0.1 0.0 -0.1 0.380
H -0.036924 -5.164660 2.979739 0.1 0.0 0.0 0.245
H 0.690764 -4.552738 1.487822 0.0 0.0 0.1 0.161
H 1.208712 -7.266394 2.794138 0.0 0.1 -0.1 0.307
H 0.522350 -6.988945 1.194465 0.1 0.0 0.1 0.317
H 3.193543 -7.475025 1.544580 0.1 0.2 0.0 0.381
H 2.639318 -6.340876 0.281024 0.1 0.1 0.1 0.393
O -2.538052 -8.854873 3.415826 0.0 0.0 -0.3 -0.656
S -3.530583 -8.555306 2.409370 -0.1 -0.1 -0.2 1.200
O -3.378097 -8.963935 1.031334 0.3 0.0 0.3 -0.691
C -5.121268 -9.105893 3.001816 -0.4 -0.1 0.2 -0.715
C -5.668532 -7.912868 3.774720 0.0 0.1 0.1 -0.649
C -5.349797 -6.683474 2.921175 -0.2 0.1 0.0 -0.616
C -3.893059 -6.803890 2.469446 -0.1 0.6 0.0 -0.428
H -5.000871 -9.997651 3.616180 0.2 0.0 -0.1 0.400
H -5.742066 -9.329402 2.131566 0.1 0.0 0.0 0.323
H -6.740104 -8.011881 3.958831 0.1 0.0 0.0 0.352
H -5.164775 -7.830744 4.743153 0.0 -0.1 -0.1 0.303
H -6.006877 -6.667649 2.045735 0.1 0.0 0.1 0.311
H -5.515801 -5.755079 3.471748 0.0 -0.1 -0.1 0.305
H -3.741066 -6.369395 1.481173 0.2 -0.1 0.1 0.291
H -3.212470 -6.342606 3.187031 0.0 -0.1 -0.1 0.263
O -1.701438 6.231119 2.599706 -0.1 -0.1 0.2 -0.622
S -3.026626 6.760297 2.835117 -0.4 -0.1 0.1 1.203
O -3.904872 6.216934 3.846096 0.5 -0.1 -0.1 -0.717
C -2.897639 8.524302 3.071791 0.1 0.5 0.0 -0.771
C -3.009400 9.101191 1.666379 0.0 0.1 -0.1 -0.563
C -4.132037 8.316552 0.983561 -0.1 0.1 -0.1 -0.819
C -3.897340 6.832485 1.273416 -0.2 0.1 -0.5 0.128
H -1.955032 8.765993 3.562072 -0.1 -0.2 0.1 0.399
H -3.737492 8.839515 3.694600 0.1 -0.1 0.0 0.332
H -3.218651 10.172592 1.688356 0.0 -0.1 0.0 0.365
H -2.070564 8.950636 1.123603 0.0 0.0 0.1 0.275
H -5.096611 8.625239 1.399364 0.1 0.0 0.0 0.330
H -4.162792 8.507449 -0.091325 0.0 -0.1 0.1 0.342
H -4.836052 6.285112 1.357788 0.2 -0.1 0.1 0.443
H -3.265726 6.371115 0.512704 -0.1 -0.1 0.1 -0.372
O -2.015082 2.842971 -0.820922 -0.3 0.2 -0.2 -0.334
S -2.150205 4.032769 -1.630174 0.0 0.2 -0.1 1.127
O -3.348800 4.842952 -1.617168 0.0 -0.3 0.2 -0.786
C -0.740062 5.084351 -1.329776 0.4 0.2 0.1 -0.767
C 0.299479 4.616598 -2.340041 0.1 -0.1 -0.1 -0.556
C -0.461067 4.403263 -3.650481 0.2 0.1 -0.2 -0.431
C -1.733650 3.620240 -3.320408 0.1 -0.1 -0.6 -0.800
H -0.411682 4.980631 -0.295381 -0.2 0.0 0.0 0.466
H -1.044758 6.114726 -1.526288 -0.1 -0.1 0.0 0.401
H 1.104955 5.344663 -2.452648 -0.1 -0.1 0.0 0.458
H 0.741827 3.670319 -2.011525 0.0 0.1 0.0 0.127
H -0.727405 5.374684 -4.079620 0.0 -0.1 0.0 0.385
H 0.146167 3.875062 -4.388383 -0.1 0.1 0.0 0.096
H -2.559709 3.899669 -3.974911 -0.1 -0.1 0.2 0.397
H -1.565822 2.543070 -3.373198 -0.1 0.1 0.2 0.277
O 6.068343 0.609150 -1.702336 0.6 0.1 0.0 -0.621
S 7.411524 0.538314 -1.172917 0.2 -0.1 0.2 1.231
O 7.742540 1.011073 0.152066 -0.4 0.0 -0.2 -0.771
C 8.003319 -1.135271 -1.353367 0.1 -0.5 -0.1 -0.704
C 8.638935 -1.162502 -2.737266 0.0 0.0 -0.2 -0.584
C 9.432797 0.140400 -2.855543 0.2 -0.1 -0.1 -0.585
C 8.531682 1.273322 -2.359557 0.4 0.3 -0.4 -0.697
H 7.175614 -1.835975 -1.246448 0.0 0.2 0.1 0.371
H 8.748294 -1.311234 -0.574499 -0.1 0.1 0.0 0.377
H 9.276438 -2.039010 -2.868291 -0.1 0.1 0.0 0.349
H 7.860644 -1.191814 -3.506582 0.0 0.0 0.1 0.297
H 10.327670 0.079778 -2.227962 -0.1 0.0 0.0 0.293
H 9.763601 0.320411 -3.880665 0.0 0.0 0.1 0.314
H 9.106525 2.061730 -1.873142 -0.2 0.0 0.1 0.346
H 7.935253 1.694526 -3.170559 -0.1 0.0 0.2 0.348
O 1.737749 2.827020 -5.859994 0.2 0.0 0.1 -0.702
S 2.569981 1.707589 -5.477517 0.3 -0.2 0.3 1.185
O 3.778346 1.874225 -4.703824 -0.3 0.4 -0.2 -0.638
C 1.541749 0.484048 -4.683708 -0.3 -0.3 0.1 -0.284
C 1.041868 -0.387459 -5.828569 -0.1 0.0 -0.1 -0.712
C 2.251996 -0.613120 -6.737645 0.0 -0.2 0.0 -0.647
C 2.933357 0.742237 -6.940009 0.1 -0.3 -0.5 -0.642
H 0.738311 0.973448 -4.133523 0.2 0.1 0.0 0.141
H 2.172129 -0.088142 -3.999628 0.0 0.1 0.0 0.271
H 0.627498 -1.329234 -5.463848 0.0 0.1 0.0 0.368
H 0.256153 0.136088 -6.382829 0.0 0.0 0.1 0.325
H 2.947061 -1.306126 -6.253055 -0.1 0.1 0.0 0.303
H 1.962501 -1.054902 -7.693490 0.1 0.0 0.1 0.339
H 4.013497 0.638307 -7.044890 -0.1 0.2 0.1 0.321
H 2.525103 1.270441 -7.803217 0.0 0.1 0.2 0.343
```
Positions in Å, forces in eV/Å.

E_LUMO: 0.0130 Ha
frontier orbital gap: 8.9 eV
2S+1: 1
SMILES: CCC(=O)OCCP([C@H](C)F)C(F)(F)C(F)(F)C(F)(F)C(F)(F)F.O=S1(=O)CCCC1.O=S1(=O)CCCC1.O=S1(=O)CCCC1.O=S1(=O)CCCC1.O=S1(=O)CCCC1.O=S1(=O)CCCC1


The following is a DFT calculation (wB97M-V/def2-TZVPD) of one molecule with the formula C3H2N2O.

Geometry as XYZ:
```
8
Properties=species:S:1:pos:R:3:forces:R:3:nbo_charge:R:1
O 1.493839 0.456019 0.315438 0.0 -0.1 0.2 -0.638
C 0.312136 -0.097585 -0.098305 0.2 -0.5 -0.3 0.035
C 0.151543 -0.434895 -1.465151 0.0 -0.1 -0.7 0.206
N 0.028430 -0.707090 -2.586974 0.1 0.2 0.9 -0.277
C -0.802510 -0.090414 0.738774 -0.4 0.3 0.2 -0.033
N -1.746743 -0.085652 1.500119 0.3 -0.4 0.0 -0.243
H 1.773457 0.011258 1.128615 0.1 0.1 -0.1 0.491
H -1.210153 0.948359 0.467483 -0.2 0.4 -0.1 0.459
```
Positions in Å, forces in eV/Å.

E_LUMO (spin up / spin down): -0.0407 / -0.0263 Ha
frontier orbital gap (spin up / spin down): 7.9 / 8.2 eV
2S+1: 1
ΔE to the lowest compared entry with this formula, charge and spin: 93.9 kcal per mole


The following is a DFT calculation (wB97M-V/def2-TZVPD) of a 2-piece molecular cluster, C5H12O3 overall.

Geometry as XYZ:
```
20
Properties=species:S:1:pos:R:3:forces:R:3:nbo_charge:R:1
C 0.720759 2.117733 -1.032037 0.0 -0.1 0.4 -0.608
C -0.026726 1.024851 -0.271566 0.1 -0.1 -0.3 -0.245
C -1.530893 1.115907 -0.512487 0.3 0.0 0.1 -0.605
C 0.503228 -0.354877 -0.685618 -1.0 -0.4 0.7 -0.040
O 1.798607 -0.611246 -0.243732 0.7 -0.2 1.2 -0.737
H 0.478737 2.073627 -2.090713 0.0 0.0 -0.2 0.198
H 1.793436 1.981382 -0.914822 0.1 0.0 0.0 0.224
H 0.453210 3.102440 -0.651672 0.0 0.1 -0.1 0.205
H 0.168943 1.143029 0.801696 0.0 -0.1 0.0 0.193
H -2.066388 0.353347 0.049356 -0.1 -0.1 0.0 0.199
H -1.754215 0.981019 -1.569489 -0.1 0.0 -0.1 0.202
H -1.903244 2.090821 -0.206749 -0.1 0.1 0.0 0.212
H 0.510549 -0.449937 -1.776547 -0.2 -0.1 0.1 0.176
H -0.182886 -1.133772 -0.241012 0.3 0.6 -0.8 0.129
H 1.754486 -0.817847 0.727970 0.1 0.3 -1.3 0.491
O 0.880955 -1.742501 2.115476 -0.3 0.2 -0.3 -0.614
C -0.233294 -2.139244 1.886866 0.4 -0.6 1.6 0.654
O -0.515433 -3.298430 1.309048 -0.2 -0.2 -0.6 -0.667
H -1.144454 -1.719448 2.340033 0.1 0.3 -0.5 0.132
H 0.294622 -3.716856 0.965999 0.0 0.2 0.2 0.501
```
Positions in Å, forces in eV/Å.

E_LUMO: 0.0264 Ha
frontier orbital gap: 10.5 eV
2S+1: 1
SMILES: CC(C)CO.O=CO
ΔE to the lowest compared entry with this formula, charge and spin: 17.0 kcal per mole


The following is a DFT calculation (wB97M-V/def2-TZVPD) of one molecule with the formula C4H6O2.

Geometry as XYZ:
```
12
Properties=species:S:1:pos:R:3:forces:R:3:nbo_charge:R:1
C -0.122038 0.977610 -1.415626 0.0 -0.2 -0.1 -0.632
C -0.359270 -0.273079 -0.612432 -1.1 1.0 2.0 0.085
O -0.890654 0.193908 0.912365 -0.8 0.2 -2.2 -0.805
C 0.797049 -0.986446 -0.133956 0.4 -0.4 0.8 -0.322
C 0.788797 -0.993678 1.126124 2.4 -1.4 -0.1 0.469
O 1.206584 -1.280515 2.334703 -0.9 0.4 -0.7 -0.626
H -1.053477 1.507729 -1.606859 0.0 0.0 0.0 0.215
H 0.585846 1.628714 -0.905258 -0.1 0.0 0.1 0.225
H 0.321962 0.695650 -2.371351 0.0 0.0 0.0 0.226
H -1.145503 -0.918810 -1.014173 0.1 0.2 0.1 0.198
H -1.832944 -0.013104 0.982935 -0.1 0.1 0.1 0.467
H 1.703649 -0.537979 2.703528 0.0 0.1 0.0 0.501
```
Positions in Å, forces in eV/Å.

E_LUMO: 0.0190 Ha
frontier orbital gap: 9.2 eV
2S+1: 1
SMILES: C[C@H](O)C#CO
ΔE to the lowest compared entry with this formula, charge and spin: 110.3 kcal per mole


The following is a DFT calculation (wB97M-V/def2-TZVPD) of a 2-piece molecular cluster, C4H8O4 overall.

Geometry as XYZ:
```
16
Properties=species:S:1:pos:R:3:forces:R:3:nbo_charge:R:1
O 0.839187 1.292506 -2.988250 -0.7 -0.8 0.6 -0.840
C -0.014076 0.708504 -2.235974 0.6 1.6 1.4 0.775
O -0.954856 -0.037955 -2.501351 -0.7 -1.0 -1.9 -0.795
C -0.064240 1.045418 -0.677899 -1.0 0.0 -1.7 -0.520
C -0.371284 -0.188431 0.182783 -0.9 1.3 -1.3 -0.436
C -0.932420 0.281644 1.565060 2.3 -0.2 0.1 0.013
O -0.903974 -0.662573 2.492763 -0.1 -1.2 1.1 -0.991
H -0.950997 1.721122 -0.606508 0.6 -0.1 0.0 0.178
H 0.811657 1.602135 -0.427971 0.7 0.3 0.6 0.176
H 0.605077 -0.646048 0.299053 -0.3 -0.3 0.4 0.134
H -1.064480 -0.812887 -0.488169 0.9 0.6 1.5 0.223
H -0.171598 1.168504 1.856405 -1.2 -0.6 -0.5 0.016
H -1.937471 0.704551 1.455583 -0.4 0.6 -0.6 0.078
H 1.132346 -2.106669 1.215195 1.0 -0.4 0.0 0.505
H 1.965566 -1.720996 0.050673 0.4 -0.8 0.6 0.471
O 2.011563 -2.348825 0.808606 -1.2 0.9 -0.4 -0.986
```
Positions in Å, forces in eV/Å.

E_LUMO: 0.2512 Ha
frontier orbital gap: 6.3 eV
2S+1: 1
charge: -2
ΔE to the lowest compared entry with this formula, charge and spin: 23.7 kcal per mole